Entry 1:
Density functional theory data (ωB97M-V/def2-TZVPD) for one molecule with the formula C4H8N2OS at a distorted geometry.

Computed properties:
- SMILES string = C=[S@]1(=O)C[C@@H](C)N=N1
- multiplicity = 1
- lowest unoccupied orbital energy (eV) = -0.3
- energy relative to the best compared isomer or geometry (same formula, charge and spin) (kJ/mol) = 530.8
- orbital gap (eV) = 7.887
- E_HOMO (eV) = -8.1585

Cartesian coordinates (Å):
C  0.679  -1.853  1.746
S  1.084  -0.225  1.426
O  1.552  0.461  2.563
C  -0.304  0.416  0.492
C  0.097  -0.033  -0.896
C  -0.470  0.842  -2.109
N  1.573  -0.035  -0.938
N  2.170  -0.207  0.110
H  1.241  -2.427  2.545
H  0.845  -2.254  0.754
H  -0.483  1.494  0.578
H  -1.073  -0.087  0.948
H  -0.200  -1.094  -1.027
H  -0.161  1.789  -2.264
H  -1.547  0.748  -2.259
H  -0.189  0.403  -3.107

Entry 2:
Density functional theory data (ωB97M-V/def2-TZVPD) for one molecule with the formula C4H8N2OS at a distorted geometry.

Computed properties:
- SMILES string = C/N=C(/NC)C(O)=S
- multiplicity = 1
- lowest unoccupied orbital energy (eV) = 0.1
- energy relative to the best compared isomer or geometry (same formula, charge and spin) (kJ/mol) = 153.0
- orbital gap (eV) = 8.881
- E_HOMO (eV) = -8.7382

Cartesian coordinates (Å):
C  -2.425  0.169  -0.434
N  -1.226  -0.650  -0.449
C  -0.027  -0.228  -0.379
N  1.092  -0.974  -0.558
C  2.333  -0.860  0.294
C  0.160  1.235  0.061
O  -0.503  1.465  1.207
S  1.035  2.299  -0.673
H  -3.056  0.089  -1.311
H  -2.177  1.216  -0.374
H  -3.036  -0.108  0.487
H  0.820  -1.923  -0.716
H  2.706  0.157  0.077
H  3.044  -1.523  -0.092
H  2.101  -1.020  1.346
H  -0.841  0.658  1.514

Entry 3:
Density functional theory data (ωB97M-V/def2-TZVPD) for one molecule with the formula C4H8N2S at a distorted geometry.

Computed properties:
- SMILES string = C/C=N/N(C)C=S
- multiplicity = 1
- lowest unoccupied orbital energy (eV) = 0.5
- energy relative to the best compared isomer or geometry (same formula, charge and spin) (kJ/mol) = 236.1
- orbital gap (eV) = 8.646
- E_HOMO (eV) = -8.1354

Cartesian coordinates (Å):
C  2.597  0.406  0.359
C  1.133  0.283  0.567
N  0.399  -0.082  -0.398
N  -1.001  -0.158  -0.259
C  -1.598  -1.169  -1.026
C  -1.724  0.791  0.386
S  -1.295  2.272  0.952
H  2.818  -0.293  -0.424
H  3.133  -0.034  1.270
H  2.894  1.417  0.032
H  0.675  0.435  1.585
H  -1.171  -2.122  -0.714
H  -2.665  -1.211  -0.785
H  -1.415  -0.999  -2.087
H  -2.780  0.464  0.541

Entry 4:
Density functional theory data (ωB97M-V/def2-TZVPD) for one molecule with the formula C4H8N2S2 at a distorted geometry.

Computed properties:
- SMILES string = S[C@H]1C=NNC[C@@H]1S
- multiplicity = 1
- lowest unoccupied orbital energy (eV) = 0.7
- energy relative to the best compared isomer or geometry (same formula, charge and spin) (kJ/mol) = 91.5
- orbital gap (eV) = 9.661
- E_HOMO (eV) = -8.9512

Cartesian coordinates (Å):
S  -2.420  -0.994  0.037
C  -0.764  -0.731  -0.660
C  -0.618  0.679  -1.247
N  0.095  1.614  -0.790
N  0.892  1.334  0.265
C  0.581  0.245  1.169
C  0.378  -1.018  0.331
S  1.930  -1.521  -0.491
H  -2.657  0.301  0.470
H  -0.715  -1.459  -1.485
H  -1.255  0.935  -2.097
H  1.116  2.199  0.722
H  1.394  0.125  1.853
H  -0.368  0.433  1.696
H  0.069  -1.868  0.973
H  2.341  -0.274  -0.745

Q: Which of these has the highest E_HOMO?
A: C4H8N2S